The following is a quantum chemistry calculation of C8H4Br2OS as an isolated structure at a distorted geometry, from the Open Molecules 2025 dataset.

Output
LUMO (spin up / spin down)   -1.28 / -0.97 eV
E_HOMO (spin up / spin down)   -8.94 / -8.15 eV
Electronic energy   -5928.48095 a.u.
Orbital gap (spin up / spin down)   0.282 / 0.264 Eh

Cartesian coordinates (Å):
C 1.5133 -1.4268 -0.7847
C 2.3077 -0.4154 -0.5094
C 0.1107 -1.2576 -1.0738
C -0.1125 1.5060 1.2907
C 0.2226 0.9292 0.1230
C -0.5172 -0.1547 -0.5647
C 1.7180 0.9370 -0.3151
C -2.9997 0.2407 0.6531
O 2.2424 2.0225 -0.5018
S -2.3295 0.1618 -0.9300
Br -3.1667 -1.3054 1.7609
Br -4.1922 1.4985 1.2567
H 1.8824 -2.4755 -0.8677
H 3.4285 -0.3351 -0.3127
H -0.3696 -2.1627 -1.2706
H 0.2618 2.2376 2.0460

=====

The following is a quantum chemistry calculation of C47H49N2SSbV as an isolated structure at a distorted geometry, from the Open Molecules 2025 dataset.

Output
LUMO (spin up / spin down)   -6.75 / -6.49 eV
E_HOMO (spin up / spin down)   -13.79 / -13.85 eV
Electronic energy   -3511.80958 a.u.
Orbital gap (spin up / spin down)   0.259 / 0.270 Eh
Charge   +2
Spin multiplicity   2

Cartesian coordinates (Å):
V -0.8913 0.7313 -0.5663
C -1.3958 -6.3324 -0.2230
C -1.8975 -5.2351 -1.1671
C -0.7346 -4.8004 -2.0626
C -3.0168 -5.7818 -2.0657
C -2.4757 -4.0850 -0.3666
C -3.6411 -4.2831 0.3945
C -4.2863 -3.2496 1.0411
C -3.7656 -1.9711 0.9104
S -4.3796 -0.4629 1.5386
C -3.0349 0.3488 0.8230
N -2.1917 -0.4330 0.1728
C -2.5725 -1.7497 0.1971
C -1.9167 -2.8201 -0.4108
C -2.7684 1.7577 1.0021
C -3.6408 2.5881 1.7061
C -3.2771 3.8945 1.9717
C -2.0418 4.3673 1.5543
C -1.1860 3.5532 0.8165
C -1.5494 2.2606 0.5129
H -0.9861 -7.1535 -0.8041
H -2.1938 -6.7254 0.3987
H -0.6095 -5.9477 0.4223
H -0.4047 -5.6493 -2.6543
H 0.1146 -4.4621 -1.4730
H -1.0447 -4.0187 -2.7522
H -2.6235 -6.5549 -2.7180
H -3.4312 -4.9912 -2.6880
H -3.8230 -6.2183 -1.4857
H -4.0586 -5.2744 0.4742
H -5.1793 -3.4300 1.6203
H -0.9807 -2.6526 -0.9170
H -4.5913 2.1986 2.0378
H -3.9495 4.5369 2.5167
H -1.7361 5.3722 1.7953
H -0.2297 3.9415 0.4843
C -1.8079 0.7677 5.5251
C -0.9292 1.7848 5.1904
C -0.1859 1.7096 4.0231
C -0.3166 0.6031 3.1956
C -1.2070 -0.4086 3.5230
C -1.9498 -0.3267 4.6882
Sb 0.8244 0.4757 1.3849
C 1.8838 -1.3934 1.5213
C 1.1645 -2.5799 1.5802
C 1.8357 -3.7899 1.6329
C 3.2214 -3.8168 1.6057
C 3.9362 -2.6313 1.5453
C 3.2716 -1.4156 1.5014
C 2.3108 1.9692 1.7448
C 3.0809 1.8680 2.8974
C 4.0413 2.8313 3.1607
C 4.2395 3.8792 2.2738
C 3.4678 3.9759 1.1280
C 2.4960 3.0240 0.8649
H -2.3715 0.8204 6.4425
H -0.8106 2.6353 5.8434
H 0.5045 2.5061 3.7668
H -1.3117 -1.2760 2.8801
H -2.6268 -1.1262 4.9474
H 0.0797 -2.5676 1.5876
H 1.2750 -4.7102 1.7012
H 3.7415 -4.7621 1.6337
H 5.0152 -2.6487 1.5356
H 3.8302 -0.4884 1.4570
H 2.9235 1.0449 3.5845
H 4.6349 2.7607 4.0596
H 4.9946 4.6214 2.4815
H 3.6194 4.7891 0.4334
H 1.8931 3.1054 -0.0300
C 4.1888 3.3367 -2.8307
C 2.7164 3.2704 -2.5891
C 1.9118 4.3867 -2.8009
C 0.5272 4.3371 -2.6613
C -0.3103 5.5485 -2.9038
C -0.0729 3.1213 -2.3559
C 0.7149 1.9853 -2.1474
C 2.1087 2.0780 -2.2252
N 0.0982 0.7575 -1.9566
C 0.2656 -0.2638 -2.9753
C -1.1580 -0.7605 -3.2930
C 1.1449 -1.3895 -2.4015
C 0.8566 0.2798 -4.2837
H 4.6025 4.2739 -2.4691
H 4.3711 3.2916 -3.9056
H 4.7134 2.5088 -2.3611
H 2.3795 5.3104 -3.1063
H -0.1553 5.9043 -3.9203
H -0.0315 6.3591 -2.2336
H -1.3663 5.3322 -2.7629
H -1.1592 3.0256 -2.3646
H 2.6968 1.1949 -2.0157
H -1.6682 -1.1267 -2.3996
H -1.1128 -1.5649 -4.0248
H -1.7296 0.0668 -3.7204
H 0.8464 -1.6331 -1.3771
H 2.1900 -1.0877 -2.3773
H 1.0711 -2.2781 -3.0211
H 0.2892 1.1452 -4.6247
H 0.7953 -0.4801 -5.0574
H 1.8984 0.5712 -4.1810

=====

The following is a quantum chemistry calculation of a single C3H2Cl2N2 molecule at a distorted geometry, from the Open Molecules 2025 dataset.

Output
LUMO   -0.13 eV
E_HOMO   -8.03 eV
Electronic energy   -1145.23347 a.u.
Structure (SMILES)   ClC1=C=CN(Cl)N1
ΔE to the lowest compared entry with this formula, charge and spin   116.5 kcal/mol
Orbital gap   0.290 Eh

Cartesian coordinates (Å):
C 0.2301 -0.4825 1.4257
C -0.4653 0.6231 0.9756
C 0.7619 -0.9956 0.2878
N -0.3984 0.7057 -0.3478
N 0.3182 -0.3297 -0.8564
Cl -1.2873 1.9180 1.7505
Cl 0.3283 -0.6401 -2.5161
H 1.5201 -1.9304 0.3259
H -1.0077 1.1314 -1.0453

=====

The following is a quantum chemistry calculation of a single C3H6FNO molecule at a distorted geometry, from the Open Molecules 2025 dataset.

Output
LUMO   0.80 eV
E_HOMO   -9.65 eV
Electronic energy   -347.62520 a.u.
Structure (SMILES)   CN(F)CC=O
ΔE to the lowest compared entry with this formula, charge and spin   102.2 kcal/mol
Orbital gap   0.384 Eh

Cartesian coordinates (Å):
C 1.0373 1.6432 -0.6691
C -0.0935 -0.9165 -0.3224
C -0.3440 1.4708 0.3349
N -0.8498 0.2557 -0.2124
O 2.1179 1.8179 -0.2519
F -2.1100 -0.0451 0.5292
H 0.9926 1.4355 -1.7615
H 0.5606 -0.5724 -1.2542
H 0.5148 -1.3112 0.5793
H -0.6313 -1.8358 -0.6206
H 0.1635 1.4984 1.4123
H -1.1149 2.2670 0.3338

=====

The following is a quantum chemistry calculation of a 2-piece molecular cluster, C23H30F3Si overall at a distorted geometry, from the Open Molecules 2025 dataset.

Output
LUMO   -6.35 eV
E_HOMO   -10.96 eV
Electronic energy   -1483.24719 a.u.
ΔE to the lowest compared entry with this formula, charge and spin   0.0 kcal/mol
Orbital gap   0.170 Eh
Charge   +1

Cartesian coordinates (Å):
C 2.7779 2.9542 -0.4606
C 2.6690 1.4384 -0.7020
C 1.6876 1.1518 -1.8520
C 4.0563 0.8586 -1.0384
Si 2.0112 0.5881 0.9196
C 1.8703 -1.2431 0.6284
C 3.2090 0.9316 2.2993
C 0.3086 1.3031 1.3516
C -0.2362 0.7120 2.6270
C -0.0689 1.2992 3.8295
H 3.4690 3.1968 0.3580
H 3.1595 3.4441 -1.3684
H 1.8067 3.4110 -0.2281
H 1.5866 0.0771 -2.0555
H 0.6847 1.5537 -1.6553
H 2.0542 1.6269 -2.7740
H 4.0249 -0.2249 -1.2173
H 4.4406 1.3296 -1.9557
H 4.7914 1.0456 -0.2437
H 1.4994 -1.7056 1.5553
H 1.1671 -1.4869 -0.1812
H 2.8468 -1.6927 0.3937
H 2.8358 0.4336 3.2054
H 4.2088 0.5307 2.0746
H 3.3020 2.0053 2.5161
H 0.4417 2.3932 1.4412
H -0.3423 1.0776 0.4908
H -0.8019 -0.2210 2.5080
H -0.5125 0.9051 4.7465
H 0.4983 2.2297 3.9126
F 2.9170 -4.7475 5.4247
C 1.6100 -5.1473 5.3740
F 1.4161 -5.7172 4.1512
F 1.4681 -6.1472 6.3052
C 0.6680 -4.0117 5.6436
C -0.5372 -3.9163 4.9451
C -1.3762 -2.8490 5.2019
C -1.0516 -1.8475 6.1736
C -1.9504 -0.7571 6.3108
C -1.8419 0.4060 7.1190
C -2.9976 1.2454 7.2124
C -2.9984 2.3998 7.9751
C -1.8484 2.7662 8.7003
C -0.6925 1.9761 8.6106
C -0.6697 0.8438 7.8043
C 0.1370 -2.0570 6.9347
C 1.0030 -3.0940 6.6336
H -0.8071 -4.6693 4.2081
H -2.3185 -2.7566 4.6561
H -2.8860 -0.8646 5.7579
H -3.8796 0.9466 6.6410
H -3.8944 3.0251 8.0158
H -1.8541 3.6614 9.3207
H 0.2065 2.2524 9.1684
H 0.2749 0.3226 7.6759
H 0.3874 -1.4227 7.7790
H 1.9389 -3.1965 7.1798